1.
This record from the Open Molecules 2025 dataset describes C40H43BGeN12OPb as an isolated structure. The level of theory is ωB97M-V/def2-TZVPD.

XYZ file:
```
99
Properties=species:S:1:pos:R:3
Pb -0.509 -0.008 -1.479
C -0.520 -2.673 2.261
C -0.012 -2.294 1.021
N -0.780 -1.341 0.493
N -1.778 -1.086 1.358
C -1.640 -1.879 2.435
B -2.784 0.094 1.183
N -3.502 0.022 -0.183
C -4.822 0.016 -0.450
C -5.001 0.113 -1.817
C -3.715 0.184 -2.336
N -2.822 0.130 -1.347
N -1.932 1.406 1.202
C -2.025 2.514 1.962
C -1.002 3.383 1.620
C -0.313 2.728 0.606
N -0.877 1.544 0.358
N -3.802 -0.012 2.308
C -4.718 -1.015 2.459
C -5.435 -0.773 3.599
C -4.873 0.413 4.122
N -3.872 0.819 3.370
H -0.146 -3.430 2.927
H 0.841 -2.680 0.486
H -2.335 -1.845 3.257
H -5.562 -0.033 0.329
H -5.931 0.134 -2.356
H -3.393 0.291 -3.359
H -2.804 2.605 2.697
H -0.805 4.358 2.031
H 0.551 3.053 0.045
H -4.803 -1.829 1.755
H -6.202 -1.382 4.046
H -5.136 0.938 5.025
C 3.776 0.436 -3.662
C 2.279 0.345 -3.554
O 1.684 0.152 -2.479
N 1.621 0.484 -4.722
C 0.185 0.383 -4.793
C -0.501 1.691 -4.454
C -0.658 2.712 -5.383
C -1.370 3.844 -5.011
C -1.876 3.946 -3.719
C -1.631 2.910 -2.835
N -0.966 1.823 -3.222
H 4.234 0.371 -2.680
H 4.060 1.378 -4.131
H 4.154 -0.379 -4.280
H 2.138 0.684 -5.564
H -0.120 -0.361 -4.057
H -0.117 0.050 -5.784
H -0.258 2.610 -6.383
H -1.544 4.633 -5.731
H -2.443 4.810 -3.404
H -1.960 2.944 -1.803
C -2.528 -3.671 -5.453
N -1.934 -3.871 -4.131
C -1.832 -5.245 -3.632
C -1.554 -2.871 -3.409
N -1.211 -1.968 -2.758
H -2.001 -4.275 -6.192
H -2.481 -2.625 -5.746
H -3.573 -3.983 -5.444
H -1.166 -5.823 -4.274
H -2.815 -5.716 -3.659
H -1.446 -5.255 -2.617
C 3.771 -1.328 0.477
Ge 3.474 0.150 1.737
C 4.211 1.872 1.296
C 5.061 1.932 0.184
C 5.610 3.147 -0.183
C 5.310 4.291 0.552
C 4.463 4.229 1.655
C 3.923 3.018 2.048
C 2.277 -0.097 3.302
C 1.289 0.864 3.521
C 0.389 0.724 4.570
C 0.480 -0.369 5.426
C 1.468 -1.346 5.241
C 1.579 -2.458 6.113
C 2.604 -3.393 5.966
C 3.530 -3.244 4.945
C 3.437 -2.163 4.070
C 2.401 -1.205 4.176
H 4.833 -1.391 0.233
H 3.217 -1.109 -0.439
H 3.445 -2.280 0.890
H 5.291 1.041 -0.388
H 6.276 3.201 -1.033
H 5.746 5.239 0.267
H 4.230 5.124 2.215
H 3.292 2.971 2.926
H 1.207 1.726 2.868
H -0.368 1.480 4.733
H -0.196 -0.459 6.268
H 0.844 -2.577 6.901
H 2.683 -4.228 6.650
H 4.332 -3.964 4.842
H 4.201 -2.026 3.311
```

Max |F|   1.6 eV Å⁻¹
HOMO (spin up / spin down)   -17.18 / -17.18 eV
Total charge   +4
2S+1   1
LUMO level (spin up / spin down)   -13.6061 / -12.5406 eV
Gap between HOMO and LUMO (spin up / spin down)   0.131 / 0.170 Eh
Total energy   -4575.67112 hartree

=====

2.
This record from the Open Molecules 2025 dataset describes C40H43F11N2O6S2SeTi as an isolated structure. The level of theory is ωB97M-V/def2-TZVPD.

XYZ file:
```
106
Properties=species:S:1:pos:R:3
Ti -1.271 0.582 -0.022
C 0.533 -0.737 0.969
C -0.032 -1.819 0.275
C -1.396 -1.957 0.782
C -1.571 -0.938 1.736
C -0.372 -0.196 1.912
C 0.050 0.565 3.163
C 0.816 1.844 2.825
C 0.989 -0.384 3.931
C -1.136 0.880 4.072
C -2.404 -3.120 0.774
C -2.006 -3.987 1.987
C -2.435 -3.997 -0.477
C -3.849 -2.667 1.027
C 0.883 -2.733 -0.571
C 1.174 -3.980 0.291
C 0.431 -3.195 -1.966
C 2.224 -2.039 -0.810
H 1.553 -0.404 0.875
H -2.460 -0.792 2.328
H 1.644 1.642 2.141
H 1.239 2.274 3.735
H 0.169 2.597 2.377
H 1.901 -0.581 3.365
H 0.500 -1.339 4.133
H 1.273 0.064 4.885
H -1.872 1.519 3.591
H -0.777 1.405 4.958
H -1.632 -0.033 4.407
H -0.991 -4.367 1.909
H -2.685 -4.840 2.057
H -2.082 -3.414 2.912
H -1.527 -4.583 -0.590
H -2.592 -3.405 -1.378
H -3.262 -4.703 -0.387
H -3.966 -2.091 1.944
H -4.466 -3.561 1.131
H -4.250 -2.093 0.199
H 0.340 -4.678 0.293
H 1.404 -3.709 1.323
H 2.037 -4.504 -0.124
H -0.611 -3.457 -2.046
H 1.031 -4.068 -2.233
H 0.629 -2.427 -2.714
H 2.797 -1.890 0.104
H 2.081 -1.080 -1.306
H 2.828 -2.661 -1.472
F -4.916 1.794 1.750
C -4.367 2.926 2.171
F -4.190 2.856 3.487
F -5.176 3.936 1.891
S -2.714 3.186 1.358
O -2.245 1.773 1.212
O -1.955 3.973 2.261
N -3.155 3.826 0.016
S -2.627 3.362 -1.397
O -2.229 1.947 -1.373
O -1.840 4.272 -2.145
C -4.244 3.306 -2.293
F -5.188 2.726 -1.558
F -4.629 4.540 -2.588
F -4.089 2.610 -3.418
F -7.511 -0.217 -2.838
C -6.187 -0.296 -2.718
C -5.399 -0.571 -3.826
F -5.977 -0.761 -5.010
C -4.022 -0.647 -3.699
F -3.303 -0.928 -4.788
C -3.391 -0.449 -2.479
Se -1.528 -0.684 -2.244
C -4.211 -0.175 -1.404
F -3.636 0.028 -0.181
C -5.586 -0.098 -1.486
F -6.322 0.179 -0.411
C 6.290 -1.811 -2.830
C 5.812 -1.088 -1.601
C 6.459 -1.273 -0.388
C 6.038 -0.608 0.756
C 4.943 0.230 0.691
C 4.281 0.421 -0.519
N 3.129 1.249 -0.546
C 3.137 2.580 -0.210
C 4.361 3.232 0.021
C 4.397 4.561 0.377
C 3.221 5.295 0.516
C 2.019 4.664 0.290
C 1.946 3.315 -0.069
C 0.567 2.772 -0.232
O -0.384 3.511 -0.020
O 0.366 1.488 -0.492
C 4.716 -0.214 -1.680
C 4.022 0.005 -2.994
H 7.072 -2.527 -2.578
H 6.697 -1.115 -3.567
H 5.478 -2.351 -3.319
H 7.306 -1.946 -0.339
H 6.555 -0.758 1.695
H 4.583 0.749 1.572
H 2.234 0.836 -0.756
H 5.281 2.675 -0.086
H 5.356 5.034 0.551
H 3.249 6.339 0.792
H 1.088 5.205 0.389
H 3.302 0.817 -2.933
H 3.491 -0.894 -3.320
H 4.743 0.248 -3.776
```

Max |F|   2.0 eV Å⁻¹
HOMO   -7.92 eV
Total charge   0
2S+1   1
LUMO level   -1.0666 eV
Gap between HOMO and LUMO   0.252 Eh
Total energy   -7256.86944 hartree

=====

3.
This record from the Open Molecules 2025 dataset describes C40H43N11O3PbS3 as an isolated structure. The level of theory is ωB97M-V/def2-TZVPD.

XYZ file:
```
101
Properties=species:S:1:pos:R:3
Pb -0.097 -0.355 -1.226
N -3.185 0.478 -4.646
C -4.209 1.410 -4.436
C -5.227 1.568 -5.426
C -6.210 2.514 -5.188
C -6.213 3.327 -3.954
C -5.150 3.202 -3.056
C -4.088 2.326 -3.391
S -2.906 2.029 -2.179
N -1.741 1.000 -2.856
C -2.056 0.324 -3.913
C -1.067 -0.697 -4.459
C -1.050 -1.079 -5.825
C -0.273 -2.161 -6.206
C 0.434 -2.930 -5.267
C 0.343 -2.508 -3.982
N -0.316 -1.361 -3.592
H -3.459 -0.298 -5.321
H -5.164 0.898 -6.287
H -6.967 2.693 -5.901
H -7.016 4.051 -3.798
H -5.066 3.794 -2.092
H -1.618 -0.487 -6.562
H -0.198 -2.447 -7.258
H 0.948 -3.836 -5.635
H 1.014 -3.030 -3.301
O 1.174 3.419 5.748
C 1.850 2.152 5.956
C 1.224 1.101 5.098
C 1.773 -0.170 4.989
C 1.149 -1.099 4.200
N -0.030 -0.850 3.671
C -0.632 0.381 3.717
C 0.043 1.387 4.415
C -1.888 0.699 3.006
C -2.392 2.013 3.135
C -3.672 2.236 2.533
C -4.457 3.456 2.959
O -3.675 4.139 3.902
C -4.183 1.279 1.686
C -3.482 0.106 1.452
N -2.346 -0.133 2.121
H 1.514 4.036 6.423
H 1.918 1.854 7.065
H 2.904 2.153 5.590
H 2.742 -0.355 5.437
H 1.579 -2.079 4.059
H -0.334 2.419 4.352
H -2.040 2.672 3.878
H -5.408 3.221 3.395
H -4.653 4.064 2.072
H -4.260 4.725 4.442
H -5.187 1.332 1.143
H -3.895 -0.584 0.755
N 2.737 3.908 -3.179
C 3.200 3.208 -4.281
C 2.634 1.932 -4.134
N 1.932 1.827 -2.973
C 2.051 3.015 -2.409
C 1.408 3.320 -1.169
N 0.637 2.450 -0.502
C 0.351 3.089 0.681
C 0.897 4.316 0.772
N 1.599 4.484 -0.430
H 3.071 4.819 -2.881
H 3.917 3.633 -4.914
H 2.646 1.110 -4.821
H -0.270 2.518 1.380
H 0.939 5.096 1.497
H 2.253 5.236 -0.658
C -0.381 -5.419 2.718
N -0.530 -4.940 1.343
C -0.812 -3.676 1.035
N -1.240 -2.887 2.012
S -0.762 -3.114 -0.598
H 0.086 -6.415 2.756
H -1.381 -5.523 3.189
H 0.214 -4.682 3.296
H -0.584 -5.697 0.638
H -1.127 -3.100 2.951
H -1.380 -1.878 1.861
C 4.925 -5.585 2.619
C 4.534 -4.482 1.749
C 3.359 -4.476 1.005
C 3.058 -3.474 0.094
C 3.962 -2.467 -0.100
C 5.201 -2.432 0.620
C 5.437 -3.448 1.524
S 3.430 -1.261 -1.336
C 3.661 0.263 -0.377
O 1.902 -1.512 -1.438
H 4.024 -6.251 2.742
H 5.365 -5.214 3.608
H 5.764 -6.146 2.123
H 2.649 -5.239 1.295
H 2.159 -3.651 -0.553
H 5.938 -1.620 0.483
H 6.468 -3.507 1.913
H 3.448 0.230 0.704
H 3.067 1.073 -0.862
H 4.741 0.574 -0.435
```

Max |F|   3.5 eV Å⁻¹
HOMO   -11.46 eV
Total charge   +2
2S+1   1
LUMO level   -4.7857 eV
Gap between HOMO and LUMO   0.245 Eh
Total energy   -3765.04604 hartree

=====

4.
This record from the Open Molecules 2025 dataset describes a 2-piece molecular cluster, C40H43N2O5 overall. The level of theory is ωB97M-V/def2-TZVPD.

XYZ file:
```
90
Properties=species:S:1:pos:R:3
C 5.422 0.394 2.995
C 4.211 1.178 3.450
O 3.103 0.784 2.601
C 1.918 1.373 2.892
C 0.855 0.763 2.078
N -0.368 0.857 2.479
C -1.340 -0.033 2.587
C -2.713 0.466 2.698
C -3.787 -0.346 3.133
C -5.069 0.187 3.284
C -5.304 1.543 3.022
C -4.248 2.364 2.597
C -2.964 1.830 2.443
C -0.999 -1.471 2.620
C -1.831 -2.442 2.018
C -1.451 -3.787 1.989
C -0.210 -4.178 2.508
C 0.646 -3.222 3.071
C 0.237 -1.889 3.155
O 1.764 2.227 3.751
H 6.234 0.505 3.720
H 5.212 -0.676 2.884
H 5.793 0.765 2.032
H 3.962 0.940 4.495
H 4.377 2.258 3.336
H 1.204 0.192 1.203
H -3.613 -1.396 3.360
H -5.888 -0.460 3.605
H -6.306 1.959 3.148
H -4.430 3.419 2.376
H -2.140 2.465 2.118
H -2.767 -2.130 1.553
H -2.119 -4.527 1.542
H 0.098 -5.226 2.466
H 1.635 -3.510 3.440
H 0.893 -1.161 3.637
C 5.448 5.526 7.249
C 4.653 5.426 8.557
C 5.516 4.688 9.574
C 4.398 6.840 9.095
C 3.313 4.698 8.308
C 2.948 3.542 8.948
C 1.712 2.870 8.688
C 1.380 1.667 9.369
C 0.184 0.977 9.211
C -0.158 -0.186 9.893
C -1.386 -0.885 9.707
C -1.672 -2.075 10.457
C -2.855 -2.767 10.292
C -3.814 -2.301 9.359
N -5.030 -3.012 9.165
O -5.843 -2.575 8.316
O -5.245 -4.042 9.844
C -3.568 -1.133 8.606
C -2.383 -0.439 8.774
C 0.827 3.449 7.728
C 1.113 4.607 7.052
C 0.157 5.225 6.008
C -0.243 6.642 6.430
C -1.121 4.407 5.837
C 0.841 5.287 4.638
C 2.382 5.288 7.332
O 2.668 6.363 6.750
H 4.880 6.086 6.502
H 6.399 6.038 7.434
H 5.655 4.522 6.859
H 5.015 4.629 10.547
H 5.755 3.676 9.228
H 6.460 5.230 9.712
H 3.868 6.788 10.053
H 5.355 7.353 9.247
H 3.796 7.412 8.385
H 3.618 3.101 9.692
H 2.107 1.279 10.082
H -0.544 1.376 8.507
H 0.549 -0.594 10.620
H -0.931 -2.436 11.174
H -3.084 -3.670 10.853
H -4.328 -0.804 7.900
H -2.217 0.459 8.178
H -0.118 2.949 7.524
H 0.645 7.272 6.527
H -0.911 7.076 5.677
H -0.766 6.613 7.393
H -0.897 3.399 5.465
H -1.679 4.343 6.778
H -1.765 4.899 5.097
H 1.111 4.278 4.304
H 0.152 5.732 3.910
H 1.746 5.898 4.698
```

Max |F|   3.5 eV Å⁻¹
HOMO   -2.18 eV
Total charge   -1
2S+1   1
LUMO level   -0.2641 eV
Gap between HOMO and LUMO   0.070 Eh
Total energy   -2035.62187 hartree

=====

5.
This record from the Open Molecules 2025 dataset describes C40H43N3O2SeSm as an isolated structure. The level of theory is ωB97M-V/def2-TZVPD.

XYZ file:
```
90
Properties=species:S:1:pos:R:3
Sm -2.006 0.353 -0.020
C -2.631 0.807 4.365
C -2.826 0.949 2.867
O -2.000 0.349 2.178
C -4.023 1.819 2.390
C -4.817 2.396 3.423
C -5.925 3.201 3.163
C -6.274 3.455 1.855
C -5.509 2.899 0.828
C -4.370 2.071 1.019
O -3.777 1.640 -0.027
H -1.758 0.173 4.557
H -3.494 0.315 4.820
H -2.429 1.780 4.820
H -4.592 2.232 4.470
H -6.503 3.621 3.978
H -7.128 4.076 1.613
H -5.807 3.116 -0.201
C -6.298 -1.336 -0.020
C -6.137 -2.713 -0.020
C -4.851 -3.255 -0.020
C -3.740 -2.408 -0.020
N -3.904 -1.057 -0.020
C -5.159 -0.556 -0.020
C -2.334 -2.886 -0.020
C -1.967 -4.245 -0.020
C -0.622 -4.641 -0.020
C 0.392 -3.687 -0.020
C 0.060 -2.338 -0.020
C -1.282 -1.955 -0.020
H -7.282 -0.883 -0.020
H -7.005 -3.366 -0.020
H -4.748 -4.333 -0.020
H -5.221 0.529 -0.020
H -2.715 -5.031 -0.020
H -0.369 -5.698 -0.020
H 1.434 -3.994 -0.020
H 0.833 -1.575 -0.020
C -1.934 0.324 -5.248
C -0.829 -0.114 -4.518
C -0.866 -0.099 -3.123
C -2.006 0.353 -2.461
C -3.109 0.790 -3.190
C -3.075 0.776 -4.585
H -1.906 0.313 -6.335
H 0.060 -0.466 -5.034
H -0.011 -0.438 -2.547
H -3.993 1.140 -2.666
H -3.936 1.118 -5.153
C 4.217 -2.214 0.747
C 3.597 -2.449 2.124
C 2.359 -1.585 2.427
C 2.629 -0.086 2.680
N 3.131 0.642 1.504
C 2.492 0.872 0.321
Se 0.852 0.353 -0.020
N 3.259 1.599 -0.543
C 2.920 2.042 -1.907
C 2.747 0.858 -2.880
C 3.985 -0.048 -3.003
C 5.191 0.656 -3.621
C 4.400 1.850 0.139
C 5.530 2.574 -0.258
C 6.595 2.687 0.651
C 6.517 2.085 1.924
C 5.371 1.366 2.303
C 4.322 1.269 1.379
H 5.040 -2.941 0.589
H 4.653 -1.207 0.656
H 3.456 -2.363 -0.049
H 4.363 -2.311 2.917
H 3.269 -3.511 2.146
H 1.923 -1.979 3.371
H 1.597 -1.738 1.637
H 3.341 -0.014 3.526
H 1.684 0.398 3.011
H 3.704 2.710 -2.310
H 1.982 2.637 -1.873
H 2.480 1.251 -3.884
H 1.901 0.226 -2.548
H 3.720 -0.902 -3.664
H 4.258 -0.459 -2.007
H 4.934 1.044 -4.630
H 6.027 -0.067 -3.722
H 5.538 1.492 -2.987
H 5.605 3.045 -1.227
H 7.483 3.240 0.373
H 7.344 2.179 2.614
H 5.324 0.911 3.281
H -1.351 2.367 -0.020
```

Max |F|   3.6 eV Å⁻¹
HOMO (spin up / spin down)   -3.01 / -3.01 eV
Total charge   -1
2S+1   6
LUMO level (spin up / spin down)   2.3673 / 2.3678 eV
Gap between HOMO and LUMO (spin up / spin down)   0.198 / 0.198 Eh
Total energy   -4924.09073 hartree